1.
DFT (ωB97M-V/def2-TZVPD) results for 7 unconnected molecules or ions with the total composition C5H25NO8 in a non-equilibrium geometry.

XYZ file:
```
39
Properties=species:S:1:pos:R:3:nbo_charge:R:1
C 0.287 1.854 2.392 -0.643
C 0.020 2.418 0.975 -0.228
N -0.302 1.262 0.093 -0.654
C 0.781 0.279 -0.097 -0.139
C 2.074 0.929 -0.583 -0.085
O 2.945 -0.029 -1.190 -0.765
C 0.163 -0.871 -0.936 -0.095
O 0.646 -0.885 -2.293 -0.775
H -0.367 0.999 2.576 0.229
H -0.113 2.517 3.165 0.215
H 1.361 1.742 2.506 0.204
H -0.881 3.007 1.054 0.203
H 0.913 2.917 0.615 0.172
H -0.404 1.712 -0.817 0.365
H 0.876 -0.245 0.857 0.224
H 2.528 1.409 0.281 0.183
H 1.912 1.687 -1.358 0.171
H 2.388 -0.444 -1.872 0.496
H 0.224 -1.843 -0.458 0.179
H -0.922 -0.737 -0.948 0.200
H 0.182 -0.158 -2.739 0.505
O -2.102 -1.501 2.332 -0.982
H -1.312 -2.044 2.169 0.511
H -2.633 -2.033 2.938 0.473
O -0.754 1.192 -3.029 -1.000
H -1.012 1.817 -3.705 0.498
H -1.503 0.821 -2.542 0.522
O -3.297 0.752 1.037 -0.981
H -2.380 0.956 0.791 0.492
H -3.168 -0.101 1.485 0.500
O 3.063 -2.147 0.336 -0.975
H 3.750 -1.480 0.297 0.497
H 2.484 -2.014 -0.413 0.481
O 0.628 -2.324 2.173 -0.981
H 1.370 -2.550 1.588 0.508
H 1.080 -2.153 3.006 0.481
O -3.032 0.193 -1.656 -0.990
H -3.294 0.354 -0.725 0.508
H -3.243 -0.746 -1.738 0.474
```

Computed properties:
structure (SMILES) = CCNC(CO)CO.O.O.O.O.O.O
HOMO-LUMO gap = 9.6 eV
spin multiplicity = 1
strongest force on any atom = 2.47 eV Å⁻¹
relative energy (zero: lowest compared OMol25 entry of this formula, charge and spin) = 43.6 kcal/mol
highest occupied orbital energy = -0.3379 hartree

***

2.
DFT (ωB97M-V/def2-TZVPD) results for 8 unconnected molecules or ions with the total composition C5H25NO9 in a non-equilibrium geometry.

XYZ file:
```
40
Properties=species:S:1:pos:R:3:nbo_charge:R:1
C -0.520 2.836 0.076 -0.409
N -0.773 1.520 0.632 -0.621
C -0.575 0.402 -0.103 0.756
O -0.072 -0.601 0.440 -0.734
C -1.187 0.252 -1.474 -0.529
C -2.389 -0.707 -1.288 0.105
C -3.482 -0.071 -0.444 -0.657
O -2.952 -0.962 -2.596 -0.713
H 0.457 3.254 0.304 0.206
H -1.215 3.549 0.525 0.203
H -0.688 2.846 -0.992 0.204
H -0.532 1.419 1.610 0.430
H -0.441 -0.197 -2.069 0.257
H -1.448 1.199 -1.940 0.216
H -2.162 -1.722 -0.984 0.203
H -4.068 0.646 -1.008 0.205
H -4.106 -0.863 -0.028 0.224
H -3.252 0.419 0.505 0.229
H -3.401 -0.153 -2.867 0.457
O 1.972 0.710 -1.488 -0.983
H 2.138 -0.149 -1.914 0.514
H 2.740 1.268 -1.647 0.480
O 0.519 -0.573 2.983 -1.009
H 0.199 -0.657 2.054 0.498
H 0.180 -1.371 3.405 0.465
O 1.906 -1.993 -1.078 -0.987
H 2.746 -2.242 -0.674 0.492
H 1.447 -1.457 -0.427 0.491
O -0.133 -2.678 -2.894 -0.947
H -0.057 -2.391 -1.981 0.479
H -1.011 -3.023 -3.058 0.470
O 3.169 1.194 1.111 -0.969
H 2.716 0.863 0.322 0.488
H 3.234 0.460 1.726 0.465
O 3.451 -2.514 1.271 -0.958
H 2.779 -2.216 1.891 0.491
H 4.052 -1.811 1.019 0.476
O 0.008 2.120 3.549 -0.956
H -0.221 1.303 4.006 0.489
H 0.969 2.090 3.526 0.480
```

Computed properties:
structure (SMILES) = CNC(=O)C[C@@H](C)O.O.O.O.O.O.O.O
HOMO-LUMO gap = 10.3 eV
spin multiplicity = 1
strongest force on any atom = 2.04 eV Å⁻¹
relative energy (zero: lowest compared OMol25 entry of this formula, charge and spin) = 18.0 kcal/mol
highest occupied orbital energy = -0.3688 hartree

***

3.
DFT (ωB97M-V/def2-TZVPD) results for 8 unconnected molecules or ions with the total composition C5H25NO9 in a non-equilibrium geometry.

XYZ file:
```
40
Properties=species:S:1:pos:R:3:mulliken_spin:R:1
C 1.178 -1.242 0.760 -0.011
C 2.422 -0.643 0.282 -0.013
C 2.952 0.686 0.966 0.004
O 1.857 1.423 1.483 0.000
C 0.027 -1.002 -0.237 -0.081
N -1.201 -1.256 0.072 0.576
C -1.707 -1.873 1.325 -0.009
O 0.277 -0.595 -1.383 0.500
H 0.703 -0.717 1.674 -0.011
H 1.330 -2.282 1.049 -0.008
H 2.533 -0.350 -0.835 -0.001
H 3.203 -1.304 0.400 0.001
H 3.258 1.390 0.258 0.000
H 3.703 0.388 1.766 0.000
H 1.683 1.161 2.451 0.000
H -2.068 -1.209 -0.580 -0.040
H -2.540 -1.267 1.847 0.017
H -1.828 -2.877 1.025 0.040
H -1.020 -2.072 2.215 0.010
H -2.751 1.593 2.026 0.001
H -2.407 0.479 0.929 0.001
O -2.127 1.085 1.524 0.004
H 1.564 0.537 -1.665 0.001
H 2.740 1.340 -1.312 0.000
O 2.205 1.102 -2.124 0.008
H -2.112 1.216 -3.445 0.000
H -1.703 1.139 -1.893 0.000
O -2.445 1.176 -2.501 0.000
H 0.582 1.803 -4.246 0.000
H 0.662 0.587 -3.450 0.000
O 0.121 0.962 -4.143 0.001
H -0.139 -1.175 4.121 0.000
H 1.393 -1.510 4.157 0.000
O 0.686 -0.903 3.904 0.000
H -3.679 -0.034 -1.606 0.001
H -3.323 -1.470 -2.055 0.000
O -3.461 -0.919 -1.334 -0.003
H 0.246 2.148 -1.137 0.001
H -0.253 2.189 0.346 -0.002
O -0.561 2.298 -0.634 0.014
```

Computed properties:
total charge = +1
HOMO-LUMO gap (spin up / spin down) = 10.7 / 5.0 eV
spin multiplicity = 2
strongest force on any atom = 4.91 eV Å⁻¹
relative energy (zero: lowest compared OMol25 entry of this formula, charge and spin) = 68.0 kcal/mol
highest occupied orbital energy (spin up / spin down) = -0.5057 / -0.5053 hartree

***

4.
DFT (ωB97M-V/def2-TZVPD) results for 7 unconnected molecules or ions with the total composition C5H26BrIO7P.

XYZ file:
```
41
Properties=species:S:1:pos:R:3:nbo_charge:R:1
C 3.831 0.803 -0.948 -0.604
C 2.608 0.429 -0.112 -0.483
C 1.923 1.645 0.508 -0.544
I 0.828 0.987 2.266 -0.031
P 1.056 2.802 -0.826 0.810
Br 1.103 4.792 1.088 -0.758
C -0.779 2.507 -0.380 -0.760
C -1.429 1.131 -0.485 -0.075
O -0.505 0.144 -0.988 -0.755
H 3.572 1.162 -1.944 0.208
H 4.501 -0.051 -1.079 0.189
H 4.409 1.599 -0.471 0.204
H 2.917 -0.268 0.670 0.198
H 1.869 -0.094 -0.722 0.227
H 2.643 2.321 0.964 0.213
H 2.426 3.227 -0.998 -0.111
H 0.643 3.867 -1.692 -0.110
H 1.100 1.833 -1.859 -0.078
H -1.246 3.195 -1.087 0.223
H -0.972 2.913 0.610 0.246
H -1.780 0.811 0.497 0.171
H -2.296 1.171 -1.150 0.157
H -1.029 -0.645 -1.154 0.467
O -3.263 2.744 -3.046 -0.931
H -2.712 2.122 -3.529 0.471
H -4.169 2.449 -3.172 0.463
O -1.600 -2.303 0.336 -0.984
H -1.713 -2.565 1.258 0.478
H -0.645 -2.133 0.285 0.510
O -1.730 -5.340 -0.355 -0.974
H -0.952 -5.229 -0.912 0.475
H -1.930 -4.428 -0.090 0.503
O -2.825 1.385 3.105 -0.958
H -2.932 2.297 3.391 0.466
H -1.872 1.306 2.957 0.483
O -0.707 -4.917 2.143 -0.990
H -1.056 -5.556 1.501 0.509
H -0.801 -5.274 3.030 0.477
O 1.047 -3.069 0.869 -0.972
H 0.618 -3.616 1.545 0.497
H 1.849 -3.537 0.623 0.471
```

Computed properties:
total charge = -1
HOMO-LUMO gap = 6.2 eV
spin multiplicity = 1
strongest force on any atom = 0.68 eV Å⁻¹
highest occupied orbital energy = -0.1565 hartree

***

5.
DFT (ωB97M-V/def2-TZVPD) results for 8 unconnected molecules or ions with the total composition C5H26N2O8 in a non-equilibrium geometry.

XYZ file:
```
41
Properties=species:S:1:pos:R:3:nbo_charge:R:1
C 1.530 -1.747 2.017 -0.617
C 0.407 -2.562 1.438 -0.210
N -0.076 -1.953 0.184 -0.656
C -1.414 -2.383 -0.199 -0.229
C -2.090 -1.406 -1.213 -0.234
N -2.292 -0.068 -0.676 -0.636
C -3.465 0.621 -0.717 0.511
O -3.436 1.842 -0.559 -0.661
H 2.078 -2.223 2.840 0.220
H 1.134 -0.831 2.470 0.207
H 2.234 -1.473 1.240 0.214
H -0.432 -2.606 2.144 0.168
H 0.659 -3.627 1.242 0.186
H 0.002 -0.949 0.064 0.371
H -1.440 -3.449 -0.470 0.198
H -2.198 -2.573 0.592 0.163
H -3.106 -1.813 -1.486 0.210
H -1.651 -1.380 -2.198 0.207
H -1.516 0.577 -0.645 0.428
H -4.459 0.250 -0.836 0.158
O 0.109 1.479 -1.664 -0.974
H -0.246 2.366 -1.437 0.495
H 0.581 1.720 -2.485 0.520
O 1.785 0.844 0.317 -1.018
H 1.729 1.658 0.837 0.493
H 1.251 1.070 -0.478 0.507
O -0.420 2.090 1.702 -1.006
H -1.407 2.037 1.796 0.493
H -0.020 1.216 1.720 0.467
O 2.701 1.388 -2.554 -0.988
H 2.971 0.447 -2.523 0.503
H 2.863 1.661 -1.643 0.474
O 4.285 0.542 1.439 -0.964
H 3.411 0.515 1.016 0.488
H 4.486 -0.371 1.668 0.461
O -2.938 1.459 2.073 -0.948
H -3.041 2.123 1.332 0.506
H -2.934 0.574 1.697 0.478
O 2.992 -1.191 -1.716 -0.965
H 3.262 -2.090 -1.918 0.487
H 2.107 -1.217 -1.326 0.493
```

Computed properties:
structure (SMILES) = CCNCCNC=O.O.O.O.O.O.O.O
HOMO-LUMO gap = 9.7 eV
spin multiplicity = 1
strongest force on any atom = 2.64 eV Å⁻¹
relative energy (zero: lowest compared OMol25 entry of this formula, charge and spin) = 48.0 kcal/mol
highest occupied orbital energy = -0.3430 hartree

***

6.
DFT (ωB97M-V/def2-TZVPD) results for 8 unconnected molecules or ions with the total composition C5H26N2O8 in a non-equilibrium geometry.

XYZ file:
```
41
Properties=species:S:1:pos:R:3:nbo_charge:R:1
C -2.166 -2.275 -1.060 -0.414
N -1.982 -0.841 -0.805 -0.665
C -0.979 -0.602 0.227 -0.235
C -0.759 0.879 0.540 -0.225
N 0.236 1.465 -0.353 -0.421
C 0.861 2.674 0.230 -0.409
C 0.579 1.237 -1.643 0.523
O 0.106 0.322 -2.305 -0.666
H -2.168 -2.413 -2.139 0.203
H -1.343 -2.843 -0.616 0.176
H -3.080 -2.710 -0.651 0.179
H -1.564 -0.454 -1.624 0.396
H 0.000 -1.039 0.013 0.194
H -1.261 -1.105 1.152 0.176
H -0.317 1.024 1.529 0.199
H -1.722 1.388 0.513 0.221
H 1.606 2.381 0.975 0.206
H 1.265 3.299 -0.555 0.208
H 0.100 3.261 0.744 0.213
H 1.295 1.959 -2.050 0.130
O 3.109 -1.345 1.196 -0.969
H 3.836 -1.837 1.584 0.487
H 3.097 -1.316 0.239 0.512
O -1.403 -0.573 3.839 -0.918
H -2.033 -1.254 3.560 0.462
H -1.454 -0.034 3.039 0.459
O -2.346 3.648 -0.512 -0.975
H -2.721 2.846 -0.904 0.500
H -2.928 3.925 0.195 0.467
O 1.258 -3.652 -0.781 -0.922
H 0.857 -3.989 0.017 0.461
H 2.120 -4.056 -0.617 0.463
O 4.169 1.097 1.708 -0.975
H 3.833 0.183 1.593 0.483
H 3.840 1.326 2.585 0.458
O 3.510 -1.226 -1.865 -0.949
H 3.174 -1.590 -2.695 0.482
H 2.952 -0.443 -1.805 0.473
O -3.760 1.272 -0.785 -0.966
H -4.072 0.838 -1.586 0.484
H -3.747 0.571 -0.125 0.493
```

Computed properties:
structure (SMILES) = CNCCN(C)C=O.O.O.O.O.O.O.O
HOMO-LUMO gap = 9.2 eV
spin multiplicity = 1
strongest force on any atom = 2.70 eV Å⁻¹
relative energy (zero: lowest compared OMol25 entry of this formula, charge and spin) = 58.6 kcal/mol
highest occupied orbital energy = -0.3288 hartree